Arrangement w

One molecule with the formula C4H4O2. Source: the OMol25 dataset; level of theory: ωB97M-V/def2-TZVPD.

Computed properties:
HOMO level   -9.536 eV
Orbital gap   9.525 eV

The geometry in ORCA input format:
```
! wB97M-V def2-TZVPD RIJCOSX def2/J DEFGRID3
* xyz 0 1
O -0.12 -2.21 -0.56
C 0.01 -1.06 -0.23
C 0.30 -0.35 1.09
C -0.51 0.86 0.59
O 0.62 1.11 -0.94
C -0.52 0.24 -0.81
H 1.34 -0.11 1.35
H -0.17 -0.84 1.95
H 0.31 2.02 -0.82
H -1.26 0.33 -1.61
*
```

Arrangement x

C4H4O2 as an isolated structure. Source: the OMol25 dataset; level of theory: ωB97M-V/def2-TZVPD.

Computed properties:
HOMO level   -10.231 eV
Orbital gap   10.399 eV

The geometry in ORCA input format:
```
! wB97M-V def2-TZVPD RIJCOSX def2/J DEFGRID3
* xyz 0 1
C 2.21 0.18 0.16
C 0.62 -0.12 -0.43
C -0.59 -0.19 -0.24
C -2.13 0.22 -0.03
H 1.96 1.06 1.19
H 2.87 -0.87 0.20
H 2.90 0.84 -0.70
H -2.43 -1.74 -0.16
O -2.90 -0.75 0.12
O -2.51 1.37 -0.10
*
```

Arrangement y

One molecule with the formula C4H4O2. Source: the OMol25 dataset; level of theory: ωB97M-V/def2-TZVPD.

Computed properties:
HOMO level   -10.300 eV
Orbital gap   10.968 eV
Structure (SMILES)   C#C[C@@H](O)C=O

The geometry in ORCA input format:
```
! wB97M-V def2-TZVPD RIJCOSX def2/J DEFGRID3
* xyz 0 1
C 2.27 -0.46 -0.34
C 1.17 -0.09 -0.03
C -0.16 0.32 0.44
O -0.47 1.65 0.14
C -1.23 -0.61 -0.13
O -2.21 -0.16 -0.67
H 3.26 -0.77 -0.60
H -0.18 0.17 1.53
H -1.31 1.62 -0.35
H -1.07 -1.69 0.00
*
```

Arrangement z

A 2-piece molecular cluster, C4H4O2 overall. Source: the OMol25 dataset; level of theory: ωB97M-V/def2-TZVPD.

Computed properties:
HOMO level   -9.383 eV
Orbital gap   9.929 eV
Structure (SMILES)   C=C=O.C=C=O

The geometry in ORCA input format:
```
! wB97M-V def2-TZVPD RIJCOSX def2/J DEFGRID3
* xyz 0 1
C 2.28 -0.77 0.06
C 1.89 0.21 -0.70
O 1.51 1.19 -1.26
H 1.92 -1.16 1.01
H 3.14 -1.50 -0.03
C -1.84 0.47 0.59
C -2.43 0.18 -0.54
O -3.16 0.19 -1.46
H -0.92 0.89 0.77
H -2.39 0.31 1.57
*
```

What should be chosen as the least stable of them? Choose arrangement x.

Arrangement w

A 2-piece molecular cluster, C4H4O2 overall. Source: the OMol25 dataset; level of theory: ωB97M-V/def2-TZVPD.

Computed properties:
HOMO level   -9.685 eV
Orbital gap   10.253 eV
Structure (SMILES)   C=C=C.O=C=O

The geometry in ORCA input format:
```
! wB97M-V def2-TZVPD RIJCOSX def2/J DEFGRID3
* xyz 0 1
C -0.27 -1.31 0.97
C -1.03 -0.61 0.17
C -1.28 0.35 -0.68
H 0.36 -2.11 0.59
H -0.11 -1.00 2.01
H -0.40 0.96 -0.87
H -2.18 0.66 -1.20
O 1.63 1.92 -1.07
C 1.60 1.01 -0.34
O 1.67 0.12 0.40
*
```

Arrangement x

One molecule with the formula C4H4O2. Source: the OMol25 dataset; level of theory: ωB97M-V/def2-TZVPD.

Computed properties:
HOMO level   -10.134 eV
Orbital gap   9.722 eV
Structure (SMILES)   O=CC#CCO

The geometry in ORCA input format:
```
! wB97M-V def2-TZVPD RIJCOSX def2/J DEFGRID3
* xyz 0 1
O 2.19 0.80 0.52
C 1.98 -0.09 -0.28
C 0.67 -0.41 -0.77
C -0.52 -0.69 -0.84
C -1.23 0.38 0.01
O -1.90 -0.18 1.11
H 2.75 -0.75 -0.68
H -0.42 1.06 0.35
H -1.89 0.97 -0.61
H -1.63 -1.10 1.20
*
```

What should be chosen as the least stable of them? Choose arrangement x.

Arrangement w

A 2-piece molecular cluster, C4H4N2O overall. Source: the OMol25 dataset; level of theory: ωB97M-V/def2-TZVPD.

Computed properties:
HOMO level   -9.628 eV
Orbital gap   8.327 eV
Structure (SMILES)   O=C1C=C=NC=N1.[H][H]

The geometry in ORCA input format:
```
! wB97M-V def2-TZVPD RIJCOSX def2/J DEFGRID3
* xyz 0 1
O 2.49 -1.45 -0.20
C 1.36 -1.06 -0.10
C 1.18 0.48 0.19
C -0.11 0.58 0.26
N -1.20 0.02 0.19
C -0.96 -1.33 -0.09
N 0.21 -1.84 -0.22
H 2.05 1.12 0.29
H -1.86 -1.93 -0.18
H -1.56 2.88 -0.39
H -1.60 2.53 0.26
*
```

Arrangement x

One molecule with the formula C4H4N2O. Source: the OMol25 dataset; level of theory: ωB97M-V/def2-TZVPD.

Computed properties:
HOMO level   -8.926 eV
Orbital gap   9.153 eV
Structure (SMILES)   N[C@]12C=C1C=NO2

The geometry in ORCA input format:
```
! wB97M-V def2-TZVPD RIJCOSX def2/J DEFGRID3
* xyz 0 1
N -0.82 1.00 -1.19
C -0.42 0.49 0.07
C 0.53 1.08 0.96
C 0.94 -0.07 0.45
C 0.70 -1.48 0.36
N -0.57 -1.73 0.47
O -1.30 -0.57 0.48
H -1.22 0.26 -1.76
H 0.00 1.38 -1.65
H 0.79 1.95 1.56
H 1.39 -2.31 0.23
*
```

Arrangement y

One molecule with the formula C4H4N2O. Source: the OMol25 dataset; level of theory: ωB97M-V/def2-TZVPD.

Computed properties:
HOMO level (spin up / spin down)   -9.813 / -9.515 eV
Orbital gap (spin up / spin down)   7.932 / 6.919 eV

The geometry in ORCA input format:
```
! wB97M-V def2-TZVPD RIJCOSX def2/J DEFGRID3
* xyz 0 1
O -2.27 -0.73 -1.18
C -1.33 -0.22 -0.58
C -0.05 -0.93 -0.42
C 1.06 -0.32 0.26
N 0.93 0.96 0.81
C -0.25 1.51 0.62
N -1.34 1.03 0.00
H 0.05 -1.90 -0.90
H 1.91 -0.38 -0.45
H 1.54 -1.03 0.97
H -0.37 2.51 1.04
*
```

What should be chosen as the least stable of them? Choose arrangement x.

Arrangement w

An isolated ion of composition C5H14NO2 and charge +1. Source: the OMol25 dataset; level of theory: ωB97M-V/def2-TZVPD.

Computed properties:
HOMO level   -14.180 eV
Orbital gap   11.072 eV
Structure (SMILES)   [NH3+][C@@H](CO)CCCO

The geometry in ORCA input format:
```
! wB97M-V def2-TZVPD RIJCOSX def2/J DEFGRID3
* xyz 1 1
N 1.19 -0.87 0.81
C -0.29 -0.52 0.47
C -1.13 -0.90 1.72
O -1.05 -2.36 1.76
C -0.43 0.96 0.29
C 0.33 1.67 -0.82
C 0.13 0.84 -2.13
O 1.21 0.01 -2.47
H 1.75 -0.57 -0.03
H 1.45 -1.83 0.92
H 1.44 -0.28 1.60
H -0.54 -1.17 -0.39
H -0.58 -0.63 2.60
H -2.09 -0.50 1.87
H -1.86 -2.87 2.25
H -0.20 1.32 1.30
H -1.56 1.30 0.18
H -0.02 2.74 -0.89
H 1.43 1.57 -0.75
H -0.15 1.38 -3.02
H -0.65 0.25 -1.97
H 1.60 0.46 -3.30
*
```

Arrangement x

A 3-piece molecular cluster, C5H14NO2 overall. Source: the OMol25 dataset; level of theory: ωB97M-V/def2-TZVPD.

Computed properties:
HOMO level   -12.635 eV
Orbital gap   4.159 eV

The geometry in ORCA input format:
```
! wB97M-V def2-TZVPD RIJCOSX def2/J DEFGRID3
* xyz 1 1
C -1.18 -1.45 1.43
C -0.88 0.00 1.97
C 0.42 0.38 1.58
C 0.81 0.49 0.18
N 2.02 0.56 -0.20
C 2.26 0.47 -1.63
H -2.26 -1.59 1.43
H -0.77 -1.59 0.42
H -0.80 -2.21 2.12
H -1.67 0.70 1.61
H -0.86 -0.01 3.07
H 1.13 0.69 2.34
H -0.03 0.61 -0.45
H 2.62 1.21 0.29
H 3.10 1.12 -1.89
H 2.63 -0.53 -1.83
H -1.50 0.18 -1.46
H -2.70 1.35 -1.27
O -2.11 0.78 -0.78
H 1.35 0.64 -2.22
H -1.01 -1.16 -2.69
O -0.55 -0.63 -2.03
*
```

Arrangement y

C5H14NO2 as an isolated structure. Source: the OMol25 dataset; level of theory: ωB97M-V/def2-TZVPD.

Computed properties:
HOMO level   -14.453 eV
Orbital gap   4.714 eV

The geometry in ORCA input format:
```
! wB97M-V def2-TZVPD RIJCOSX def2/J DEFGRID3
* xyz 1 1
C 1.81 0.08 -0.22
O 1.03 0.62 0.83
C 0.90 -0.71 -1.17
C 0.10 -1.91 -0.46
C -1.29 -1.36 0.16
C -2.65 -0.16 -1.53
N -2.10 -1.19 -1.00
H 2.26 0.84 -0.77
H 2.67 -0.49 0.23
H 2.83 3.20 4.73
H 1.48 -1.11 -2.00
H 0.15 0.01 -1.51
H -0.12 -2.71 -1.25
H 0.73 -2.28 0.39
H -1.81 -2.19 0.67
H -1.04 -0.51 0.78
H -2.89 -0.08 -2.61
H -2.39 0.82 -0.91
H 2.28 3.51 5.25
H 0.12 1.20 0.35
H -1.15 2.66 0.14
O -0.92 1.75 -0.11
*
```

What should be chosen as the least stable of them? Choose arrangement y.